No. 1
The following is a quantum chemistry calculation of the ion C14H32NO2S with charge +1 at a distorted geometry, from OMol25.

Summary:
HOMO level = -13.02 eV
DFT total energy = -31449.872 eV
Net charge = +1
SMILES string = CCCCCCCCC[N@H+]([C@@H](C)CC)S(C)(=O)=O

```
50
Properties=species:S:1:pos:R:3:forces:R:3
C -3.5700 -0.0705 2.6395 0.13 -0.16 -0.07
C -2.3596 -0.6014 3.4235 -0.34 0.48 0.03
C -1.3236 0.4949 3.7255 0.03 -0.39 0.05
C 0.1047 -0.0536 3.8013 -0.18 -0.04 -0.17
C 0.7599 -0.1702 2.4101 -0.12 0.03 0.23
C 2.0061 0.6948 2.2288 -0.27 -0.10 -0.62
C 2.8279 0.2944 0.9988 0.16 0.19 0.27
C 2.1458 0.7548 -0.3035 0.32 -0.20 0.36
C 2.4702 -0.1390 -1.5012 0.23 0.41 0.21
N 1.2799 -0.5844 -2.3276 -0.28 0.27 -0.17
C 0.3355 0.5514 -2.7115 -0.43 0.24 -0.49
C -0.0762 0.4195 -4.1897 -0.07 -0.42 0.28
C -0.8840 0.7250 -1.8054 -0.24 0.74 0.31
C -1.2629 2.2242 -1.7279 0.27 -0.25 0.02
S 0.5768 -2.0789 -1.6098 0.49 -1.60 0.73
C -0.7614 -2.5283 -2.6631 0.38 0.41 -0.55
O 0.1918 -1.8023 -0.2746 -0.39 0.65 -0.18
O 1.6237 -3.0212 -1.8316 0.07 0.24 -0.38
H -3.4625 -0.2517 1.5689 0.04 0.07 -0.07
H -3.6846 1.0034 2.7796 -0.08 0.05 0.08
H -4.4940 -0.5519 2.9516 -0.07 -0.02 -0.02
H -1.8901 -1.4254 2.8869 0.00 -0.10 -0.02
H -2.7346 -0.9852 4.3713 0.21 -0.24 0.06
H -1.5860 0.9657 4.6721 -0.07 0.16 -0.03
H -1.3908 1.2556 2.9439 0.13 0.17 0.04
H 0.7066 0.5541 4.4760 0.13 0.09 -0.08
H 0.0629 -1.0503 4.2418 0.03 0.01 0.19
H 0.0074 0.1366 1.6775 0.00 -0.10 -0.14
H 0.9858 -1.2116 2.1798 0.13 -0.03 0.05
H 2.6284 0.6836 3.1194 0.05 -0.03 0.08
H 1.6731 1.7208 2.0441 0.14 0.19 0.40
H 3.8027 0.7750 1.0868 0.12 -0.07 -0.17
H 3.0123 -0.7812 0.9947 -0.12 -0.10 0.01
H 1.0815 0.8265 -0.1020 -0.06 -0.05 -0.20
H 2.5222 1.7526 -0.5180 -0.27 0.17 -0.08
H 3.0936 0.4107 -2.2036 0.01 -0.10 -0.16
H 3.0211 -1.0275 -1.2049 -0.12 -0.18 -0.05
H 1.6778 -0.9401 -3.1989 0.03 -0.06 -0.01
H 0.9275 1.4608 -2.6361 0.36 -0.17 0.27
H -0.0794 1.3901 -4.6725 -0.02 0.08 -0.05
H 0.5867 -0.2388 -4.7539 0.16 0.15 -0.10
H -1.0741 -0.0060 -4.2692 -0.07 0.04 -0.09
H -1.7539 0.1963 -2.1867 0.11 -0.26 -0.12
H -0.7145 0.3824 -0.7894 0.03 -0.21 -0.04
H -0.8612 2.7846 -2.5709 -0.15 0.04 -0.13
H -2.3401 2.3499 -1.7056 -0.06 0.07 0.03
H -0.8452 2.6650 -0.8258 0.00 0.09 0.04
H -0.3229 -2.7364 -3.6380 0.00 -0.09 -0.02
H -1.1260 -3.4590 -2.2374 -0.15 0.01 0.15
H -1.5141 -1.7577 -2.7635 -0.18 -0.06 0.32
```
Positions in Å, forces in eV/Å.



No. 2
The following is a quantum chemistry calculation of an isolated molecule of C2H2Cl3NS at a distorted geometry, from OMol25.

Summary:
Relative energy (zero: lowest compared OMol25 entry of this formula, charge and spin) = 4.8 kcal/mol
HOMO level = -8.85 eV
DFT total energy = -51998.264 eV
Net charge = 0
SMILES string = NC(=S)C(Cl)(Cl)Cl

```
9
Properties=species:S:1:pos:R:3:forces:R:3
N 1.0148 -0.0699 -1.0001 -0.72 1.57 0.65
C 0.0707 -0.5786 -0.1339 2.73 -0.83 -2.68
S -0.1670 -2.1570 -0.1999 -0.54 -1.86 -0.09
C -0.6751 0.2921 0.7850 0.29 2.10 0.55
Cl 0.5706 1.6059 1.4797 -1.21 -1.47 -0.14
Cl -1.8460 1.2470 -0.1290 -0.08 0.15 -0.23
Cl -1.5265 -0.6647 1.9345 0.02 0.65 1.14
H 1.2113 0.9359 -0.9193 0.04 -0.81 -0.42
H 1.3472 -0.6106 -1.8169 -0.53 0.51 1.23
```
Positions in Å, forces in eV/Å.



No. 3
The following is a quantum chemistry calculation of a structure of composition C4H11BrCuNO at a distorted geometry, from OMol25.

Summary:
Relative energy (zero: lowest compared OMol25 entry of this formula, charge and spin) = 13.1 kcal/mol
HOMO level (alpha / beta) = -12.39 / -12.37 eV
Spin multiplicity = 2
DFT total energy = -122536.390 eV
Net charge = +1
Expectation value of S² = 0.757

```
19
Properties=species:S:1:pos:R:3:forces:R:3
Cu 2.5239 -5.7333 -2.4572 -0.72 1.30 0.86
Br 1.4453 -3.7630 -1.1612 0.56 -1.04 -0.72
C 1.3734 0.6996 1.2262 0.81 0.38 -1.16
C 0.0172 0.0753 0.9030 1.12 0.00 2.01
C -0.3531 0.1544 -0.6359 -0.70 0.24 -1.65
O -0.4264 1.4555 -1.0726 0.25 0.38 0.30
C -1.6293 2.1616 -0.9084 -1.32 0.73 1.12
N 0.0619 -1.3143 1.2708 -2.35 0.84 -1.79
H 1.7849 0.4495 2.1993 -0.34 -0.43 0.06
H 1.2893 1.7872 1.2219 -0.05 -0.05 -0.38
H 2.0583 0.3663 0.4403 0.32 0.29 0.29
H -0.7046 0.7057 1.4292 -0.46 -0.85 0.18
H -1.3119 -0.3744 -0.6896 -0.05 0.18 -0.26
H 0.3595 -0.2712 -1.3488 0.33 -0.62 0.84
H -1.5824 3.2081 -1.2070 0.73 -0.28 -0.61
H -1.9003 2.2882 0.1504 0.11 -0.49 0.06
H -2.4828 1.7012 -1.4077 0.20 -0.27 -0.16
H 0.3095 -1.8933 0.4606 1.23 -0.44 0.40
H -0.8324 -1.7032 1.5867 0.32 0.12 0.62
```
Positions in Å, forces in eV/Å.



No. 4
The following is a quantum chemistry calculation of a cluster of 3 separate species, C19H40BN3O4S in total at a distorted geometry, from OMol25.

Summary:
HOMO level (alpha / beta) = -8.17 / -8.75 eV
Spin multiplicity = 3
DFT total energy = -44516.556 eV
Net charge = 0
Expectation value of S² = 2.008

```
68
Properties=species:S:1:pos:R:3:forces:R:3
O -2.9281 4.0581 -9.8380 -0.19 0.20 -0.44
N -2.3516 3.4023 -9.0807 0.11 0.13 0.66
O -1.9964 2.1279 -9.6125 0.31 -0.39 -0.36
C -3.1221 1.2345 -9.4596 -0.43 0.42 0.59
B -3.5571 1.2104 -7.9276 0.66 0.25 0.14
S -2.3603 0.4697 -6.7110 -0.40 -0.52 0.22
H -3.8997 1.5183 -10.1569 -0.25 0.12 -0.24
H -2.7694 0.2497 -9.7167 0.31 -0.35 -0.21
H -4.5974 1.6148 -7.5218 -0.17 -0.19 -0.12
H -1.5393 1.4850 -6.4486 -0.01 0.32 -0.26
C 0.4759 -0.3616 -0.7299 -0.02 -0.23 0.02
C -0.4638 0.4663 -1.6247 1.19 -0.19 0.67
C -1.4120 1.2715 -0.7413 -0.47 0.03 0.07
C -2.4436 0.3879 -0.0391 0.05 -0.08 -0.04
C -3.2098 -0.4751 -1.0435 -0.03 0.50 0.16
C -2.3241 -1.2515 -2.0203 0.10 -1.30 0.36
N -1.2446 -0.3809 -2.5761 -1.17 1.11 0.22
O -1.7095 0.3367 -3.5383 0.38 -0.15 -0.43
C -1.7246 -2.5022 -1.3513 0.15 0.07 0.16
C -3.1862 -1.7772 -3.1611 -0.10 0.18 -0.30
C 0.4502 1.3889 -2.4189 -0.10 0.21 -0.37
H 1.1843 0.2947 -0.2258 -0.02 0.13 -0.08
H -0.0302 -0.8980 0.0666 -0.02 -0.02 -0.04
H 1.0516 -1.0765 -1.3204 -0.05 -0.03 -0.02
H -1.9341 2.0182 -1.3475 0.01 -0.07 -0.12
H -0.8283 1.8235 -0.0023 0.10 -0.03 -0.01
H -1.9630 -0.2429 0.7140 0.05 0.00 -0.03
H -3.1484 1.0189 0.5056 -0.02 -0.02 0.01
H -3.8516 -1.1815 -0.5136 0.00 -0.08 -0.04
H -3.8769 0.1772 -1.6152 0.08 0.00 -0.11
H -1.0618 -3.0204 -2.0452 0.04 0.03 -0.02
H -2.5222 -3.1921 -1.0782 -0.12 0.03 -0.08
H -1.1699 -2.3024 -0.4389 -0.02 0.04 -0.05
H -3.7538 -0.9864 -3.6460 0.10 0.04 -0.04
H -3.8953 -2.5037 -2.7650 0.02 -0.04 0.09
H -2.5759 -2.2715 -3.9175 0.02 0.01 -0.01
H 1.1245 0.8061 -3.0479 0.00 -0.02 -0.02
H 1.0556 1.9811 -1.7341 -0.01 -0.05 0.11
H -0.1008 2.0757 -3.0576 -0.06 -0.07 0.00
C 4.5046 -0.2730 5.2000 -0.09 -0.17 0.02
C 3.5139 0.5765 4.3796 1.24 -0.29 0.61
C 2.6331 1.3830 5.3297 -0.45 0.02 0.08
C 1.6390 0.5045 6.0889 0.06 -0.08 -0.05
C 0.8007 -0.3429 5.1308 -0.03 0.49 0.14
C 1.6115 -1.1204 4.0921 0.15 -1.33 0.37
N 2.6616 -0.2529 3.4723 -1.11 1.09 0.44
O 2.1451 0.4960 2.5666 0.10 -0.15 -0.73
C 2.2467 -2.3782 4.7118 0.19 0.06 0.17
C 0.6669 -1.6481 3.0191 -0.16 0.26 -0.37
C 4.3851 1.4951 3.5331 -0.12 0.21 -0.34
H 5.2478 0.3842 5.6498 0.02 0.10 -0.09
H 4.0512 -0.8133 6.0254 -0.02 0.00 -0.04
H 5.0308 -0.9865 4.5646 -0.03 -0.01 -0.02
H 2.0827 2.1407 4.7643 0.01 -0.06 -0.12
H 3.2682 1.9229 6.0345 0.09 -0.02 -0.02
H 2.1599 -0.1374 6.8040 0.04 -0.01 -0.03
H 0.9775 1.1373 6.6828 -0.02 -0.02 0.01
H 0.1902 -1.0472 5.6987 -0.01 -0.08 -0.05
H 0.1019 0.3182 4.6089 0.07 0.00 -0.10
H 2.8557 -2.8979 3.9715 0.04 0.03 -0.02
H 1.4650 -3.0634 5.0364 -0.12 0.03 -0.07
H 2.8643 -2.1877 5.5844 -0.03 0.03 -0.04
H 0.0651 -0.8601 2.5693 0.12 0.07 -0.02
H -0.0210 -2.3613 3.4714 0.04 -0.05 0.10
H 1.2093 -2.1593 2.2227 0.06 0.02 0.01
H 5.0083 0.9099 2.8557 0.00 -0.02 -0.02
H 5.0425 2.0744 4.1801 0.00 -0.05 0.11
H 3.8022 2.1936 2.9382 -0.07 -0.06 0.00
```
Positions in Å, forces in eV/Å.



No. 5
The following is a quantum chemistry calculation of a cluster of 9 separate species, C30H57Br6NO5 in total at a distorted geometry, from OMol25.

Summary:
HOMO level (alpha / beta) = -10.68 / -10.68 eV
Spin multiplicity = 2
DFT total energy = -464003.880 eV
Net charge = +1
Expectation value of S² = 0.761

```
99
Properties=species:S:1:pos:R:3:forces:R:3
C 1.6310 5.1866 -1.0958 0.80 -0.12 -0.51
C 2.1320 6.1034 -0.0219 0.68 -0.34 1.34
C 0.9419 6.9572 0.2502 0.30 0.63 -2.02
O 0.3223 7.0749 -1.0631 -0.95 1.20 1.17
C 0.8109 6.1399 -1.9865 0.21 -1.46 2.35
H 1.0587 4.4314 -0.5571 -0.48 -0.12 -0.53
H 2.4309 4.6920 -1.6468 0.02 -0.14 0.01
H 3.0196 6.6953 -0.2454 0.05 -0.23 -0.14
H 2.2264 5.5390 0.9058 1.03 -0.10 0.00
H 1.2552 7.9751 0.4823 -0.52 -0.13 0.76
H 0.3509 6.4082 0.9832 -0.72 0.66 -0.02
H 1.5118 6.6436 -2.6522 -0.65 -0.28 -0.84
H -0.0669 5.5500 -2.2501 0.19 0.41 -1.55
C -2.8607 -1.0623 -4.6832 0.59 -0.35 0.31
C -3.7262 0.1005 -5.1245 -0.26 -0.28 -0.90
C -3.4478 1.1971 -4.1081 0.60 -0.77 -0.84
O -2.3031 0.6973 -3.4101 0.17 1.60 2.31
C -1.6460 -0.2953 -4.1134 -1.32 0.00 -1.30
H -2.5840 -1.6785 -5.5387 -0.24 -0.42 0.25
H -3.3009 -1.5997 -3.8432 0.02 -0.42 -0.22
H -4.7980 -0.0286 -5.2753 0.08 -0.55 0.19
H -3.3139 0.2774 -6.1179 -0.19 0.90 -0.11
H -4.2795 1.3457 -3.4194 0.28 0.07 0.12
H -3.2246 2.1042 -4.6697 0.12 0.38 0.46
H -0.9407 -0.8689 -3.5120 -0.27 0.06 0.34
H -1.1016 0.2148 -4.9080 0.48 -0.27 -0.57
C -3.1937 -5.9175 -0.6566 -1.24 0.50 -0.83
C -3.5190 -5.0252 -1.9093 0.46 -0.08 0.78
C -2.5923 -3.8388 -1.6659 0.70 0.90 -0.29
O -1.9781 -3.9758 -0.3648 -0.53 0.64 -0.80
C -2.8033 -4.8503 0.3577 0.63 -1.93 0.29
H -2.4020 -6.6466 -0.8285 -0.03 0.14 -0.05
H -4.1245 -6.4118 -0.3785 0.24 -0.35 0.18
H -4.5546 -4.6880 -1.8662 -0.03 -0.17 0.00
H -3.3446 -5.4862 -2.8815 0.01 -0.12 0.17
H -3.0622 -2.8582 -1.7413 -0.59 0.03 0.33
H -1.8137 -3.7446 -2.4228 0.45 -0.44 0.08
H -3.7020 -4.4611 0.8361 0.02 0.75 -0.15
H -2.1839 -5.3154 1.1246 -0.01 0.26 0.25
C -1.9628 -0.0354 6.1597 2.67 -0.63 0.74
C -3.1753 -0.4372 5.3347 0.24 1.32 0.05
C -2.6075 -1.3671 4.3230 -0.24 -0.97 -0.78
O -1.3631 -1.7741 4.8358 1.43 -1.58 -0.35
C -0.6804 -0.6957 5.4789 -2.44 0.44 -0.93
H -1.9545 -0.6201 7.0796 -0.33 0.63 0.43
H -1.6981 1.0076 6.3337 -0.84 0.13 0.19
H -3.5784 0.4674 4.8794 -0.61 -0.40 0.18
H -3.8920 -1.0449 5.8871 -0.17 0.81 0.36
H -2.5900 -1.0548 3.2788 0.61 0.84 -0.01
H -3.2928 -2.2100 4.2338 0.43 -0.64 0.30
H -0.1529 -0.1220 4.7169 -0.30 0.62 -0.25
H 0.1207 -0.9759 6.1630 -0.51 -0.72 0.23
C 3.6261 2.0956 3.3648 -0.23 -1.82 -0.03
C 5.0146 1.5216 2.9704 -0.51 -0.01 0.17
C 4.6294 0.5700 1.7856 1.71 0.89 1.80
O 3.3399 0.1407 2.0407 -2.21 -0.17 0.26
C 2.7689 0.7675 3.2490 2.09 1.22 -1.14
H 3.2543 2.8115 2.6318 0.04 0.16 0.18
H 3.5397 2.4427 4.3945 0.23 0.38 -0.18
H 5.4209 0.9731 3.8203 -0.29 -0.45 0.05
H 5.8377 2.2079 2.7716 -0.42 0.39 -0.50
H 5.2925 -0.2932 1.8428 0.17 -0.07 -0.52
H 4.7509 1.1311 0.8590 -0.30 -0.23 -0.34
H 3.0288 0.1106 4.0790 -0.50 0.01 0.20
H 1.7059 0.9694 3.1171 0.09 -0.40 -0.05
Br -3.3135 2.2171 2.9791 0.15 -0.11 -1.01
C -3.4531 2.5876 1.0100 -0.08 1.00 0.85
C -2.7342 3.9691 0.8213 -0.52 -1.36 -0.51
Br -2.9432 4.4210 -1.0814 0.04 0.15 0.32
H -4.5304 2.5664 0.8453 0.06 0.82 0.08
H -3.1264 1.7499 0.3939 0.86 0.23 0.43
H -1.6589 3.9326 0.9962 -0.16 -0.37 -0.04
H -3.1320 4.7613 1.4556 -0.32 -0.18 -0.32
Br 1.1845 1.5455 -1.0652 0.49 -0.78 -0.16
C 1.1879 -0.3988 -0.5916 0.57 0.74 0.62
C -0.2328 -0.8250 -0.4274 -0.26 0.50 -0.95
Br -0.9618 0.0447 1.1484 -0.06 -0.68 -0.01
H 1.7496 -0.4462 0.3414 0.05 0.07 -0.02
H 1.7492 -0.9584 -1.3399 -0.28 0.10 -0.20
H -0.3504 -1.9062 -0.5014 -0.14 -0.05 0.82
H -0.7862 -0.3892 -1.2592 -0.29 -0.13 0.09
Br 0.7262 -3.8829 2.5696 0.29 0.03 0.23
C 2.5978 -3.4742 2.2236 1.02 -0.50 0.43
C 3.5041 -4.7375 2.4339 -1.42 0.83 -0.75
Br 5.3456 -4.3798 1.9499 -0.03 0.15 -0.04
H 2.9857 -2.7270 2.9159 -0.56 0.22 -0.05
H 2.5637 -3.0444 1.2225 0.51 -0.34 0.06
H 3.1403 -5.5205 1.7685 0.24 -0.17 0.35
H 3.4964 -5.0244 3.4854 -0.06 -0.09 -0.27
N 3.6031 -2.2391 -5.1614 2.02 -1.90 -1.03
C 2.8077 -1.4957 -5.9151 0.14 -2.45 -1.97
C 2.3826 -0.5045 -5.1301 -2.54 4.80 3.16
C 2.8791 -0.6575 -3.8565 -0.88 2.44 0.19
C 3.7855 -1.6577 -3.9385 0.63 -2.85 0.31
H 4.0639 -3.0578 -5.5321 0.23 -0.02 0.33
H 2.4510 -1.7906 -6.8909 0.37 0.03 -0.11
H 1.7327 0.3370 -5.3196 -0.17 -0.28 -0.60
H 2.6700 -0.0656 -2.9777 0.01 0.27 -0.19
H 4.4094 -2.1163 -3.1855 0.19 0.11 -0.10
```
Positions in Å, forces in eV/Å.



> Which value of DFT total energy does entry 3 give?

-122536.390 eV



> DFT total energy of number 2 (C2H2Cl3NS)?

-51998.264 eV



> Among the records above, which one has the lowest DFT total energy?

C30H57Br6NO5



> What is the DFT total energy in the fifth record?

-464003.880 eV